{"formula": "C35H36N4PdSSb2", "method": "ωB97M-V with the def2-TZVPD basis set", "symbols": ["Pd", "C", "C", "N", "N", "C", "N", "S", "C", "C", "C", "C", "C", "N", "H", "H", "H", "H", "H", "H", "H", "H", "H", "H", "C", "C", "C", "Sb", "C", "C", "C", "C", "C", "C", "C", "C", "C", "C", "C", "C", "Sb", "C", "C", "C", "C", "C", "C", "C", "C", "C", "C", "C", "C", "H", "H", "H", "H", "H", "H", "H", "H", "H", "H", "H", "H", "H", "H", "H", "H", "H", "H", "H", "H", "H", "H", "H", "H", "H", "H"], "positions_angstrom": [[0.04, -0.92, 0.89], [-1.00, -1.83, 5.17], [-0.85, -1.72, 3.69], [0.09, -1.11, 3.07], [1.14, -0.51, 3.72], [2.09, 0.06, 2.98], [3.17, 0.55, 3.55], [1.96, 0.21, 1.24], [-1.83, -2.40, 2.80], [-2.91, -3.07, 3.33], [-3.75, -3.80, 2.50], [-3.44, -3.87, 1.16], [-2.34, -3.16, 0.69], [-1.56, -2.41, 1.46], [-0.18, -1.39, 5.74], [-1.08, -2.87, 5.46], [-1.92, -1.32, 5.48], [1.23, -0.58, 4.73], [3.36, 0.47, 4.54], [3.90, 0.98, 2.99], [-3.10, -3.04, 4.39], [-4.61, -4.32, 2.90], [-4.03, -4.47, 0.47], [-2.07, -3.24, -0.35], [-2.25, 1.28, -1.23], [-2.04, 0.24, -2.33], [-1.91, -1.18, -1.83], [0.32, -1.63, -1.70], [2.20, -2.43, -1.23], [3.22, -2.10, -2.12], [4.44, -2.74, -1.96], [4.60, -3.72, -0.99], [3.56, -4.05, -0.12], [2.33, -3.42, -0.25], [0.63, -0.80, -3.60], [1.28, 0.40, -3.89], [1.43, 0.79, -5.21], [0.91, -0.01, -6.23], [0.27, -1.21, -5.94], [0.12, -1.61, -4.61], [-0.68, 1.55, 0.21], [-1.65, 2.56, 1.74], [-2.93, 2.15, 2.13], [-3.65, 2.95, 3.00], [-3.08, 4.13, 3.49], [-1.79, 4.50, 3.14], [-1.05, 3.71, 2.27], [0.66, 2.85, -0.72], [1.77, 3.38, -0.05], [2.56, 4.32, -0.69], [2.25, 4.73, -1.98], [1.16, 4.19, -2.65], [0.37, 3.24, -2.03], [-3.16, 1.08, -0.66], [-2.33, 2.29, -1.64], [-1.24, 0.54, -3.00], [-2.93, 0.21, -2.97], [-2.28, -1.93, -2.53], [-2.29, -1.35, -0.84], [3.10, -1.36, -2.90], [5.26, -2.50, -2.62], [5.54, -4.25, -0.91], [3.69, -4.82, 0.62], [1.51, -3.70, 0.39], [1.68, 1.03, -3.10], [1.94, 1.71, -5.45], [1.01, 0.31, -7.26], [-0.10, -1.84, -6.73], [-0.37, -2.56, -4.41], [-3.37, 1.23, 1.76], [-4.65, 2.67, 3.29], [-3.66, 4.76, 4.15], [-1.36, 5.40, 3.54], [-0.06, 4.02, 1.97], [2.00, 3.09, 0.96], [3.41, 4.75, -0.17], [2.86, 5.49, -2.46], [0.92, 4.52, -3.65], [-0.48, 2.85, -2.57]], "homo_energy_ev": -19.0422, "charge": 4, "orbital_gap_ha": 0.215, "spin_multiplicity": 1, "e_above_lowest_kcal_mol": 0.0}

---

{"formula": "C35H37Cl2N3O12", "method": "ωB97M-V with the def2-TZVPD basis set", "symbols": ["C", "C", "O", "O", "C", "O", "C", "C", "N", "C", "C", "C", "Cl", "C", "C", "Cl", "C", "O", "C", "N", "C", "O", "C", "C", "N", "C", "C", "O", "C", "C", "C", "C", "C", "C", "C", "C", "C", "C", "H", "H", "H", "H", "H", "H", "H", "H", "H", "H", "H", "H", "H", "H", "H", "H", "H", "H", "H", "H", "H", "H", "H", "H", "H", "C", "C", "C", "O", "C", "O", "O", "H", "H", "H", "H", "H", "H", "C", "C", "C", "O", "C", "O", "O", "H", "H", "H", "H", "H", "H"], "positions_angstrom": [[2.25, -1.68, -5.58], [2.08, -0.85, -4.24], [1.01, -0.28, -4.03], [3.11, -0.71, -3.26], [3.41, -1.98, -2.71], [4.18, -2.75, -3.28], [2.78, -2.47, -1.34], [1.54, -1.57, -0.86], [1.85, -0.54, 0.02], [0.65, 0.14, 0.33], [0.77, 1.36, 1.27], [2.17, 1.87, 1.82], [2.84, 3.32, 0.91], [2.82, 1.26, 2.88], [2.06, 0.03, 3.57], [4.43, 1.87, 3.40], [-0.43, 2.18, 1.70], [-0.34, 3.29, 2.56], [-1.86, 1.82, 1.20], [-3.02, 2.64, 1.58], [-4.10, 1.98, 1.56], [-5.14, 1.45, 1.26], [-1.96, 0.62, 0.29], [-0.74, -0.21, -0.14], [-0.98, -1.27, -1.04], [0.17, -1.94, -1.41], [0.02, -3.14, -2.45], [-1.28, -3.00, -3.06], [-2.18, -3.99, -2.63], [-2.26, -4.59, -1.25], [-3.33, -5.65, -0.96], [-3.45, -6.35, 0.48], [-4.35, -6.10, -1.99], [-4.26, -5.48, -3.37], [-3.21, -4.44, -3.68], [-3.15, -3.76, -5.12], [-4.55, -3.87, -5.90], [-1.89, -4.20, -5.99], [2.76, -1.05, -6.37], [2.72, -2.70, -5.43], [1.19, -1.85, -5.96], [3.55, -2.41, -0.51], [2.41, -3.55, -1.37], [2.63, -0.25, 4.51], [2.03, -0.79, 2.79], [0.99, 0.35, 3.78], [-0.45, 3.03, 3.49], [-2.98, 0.32, -0.13], [0.24, -4.16, -2.02], [0.78, -2.97, -3.29], [-1.52, -4.28, -0.45], [-2.47, -6.91, 0.62], [-3.67, -5.61, 1.31], [-4.28, -7.11, 0.44], [-5.14, -6.88, -1.78], [-5.01, -5.83, -4.15], [-3.02, -2.64, -4.91], [-5.34, -3.51, -5.16], [-4.82, -4.93, -6.19], [-4.57, -3.13, -6.76], [-1.46, -5.21, -5.73], [-2.15, -4.09, -7.10], [-1.07, -3.41, -5.81], [-4.02, 6.09, 1.16], [-4.86, 6.41, 2.38], [-6.33, 6.49, 2.11], [-6.78, 7.35, 3.16], [-5.73, 8.15, 3.47], [-5.80, 9.12, 4.17], [-4.58, 7.72, 2.88], [-4.26, 6.77, 0.34], [-2.96, 6.23, 1.38], [-4.19, 5.06, 0.83], [-4.63, 5.69, 3.19], [-6.82, 5.52, 2.16], [-6.57, 6.96, 1.15], [8.96, 4.55, 4.65], [8.95, 3.06, 4.93], [7.60, 2.42, 4.79], [7.71, 1.29, 5.65], [8.61, 1.63, 6.62], [8.80, 0.99, 7.61], [9.25, 2.79, 6.30], [8.18, 5.06, 5.23], [9.91, 4.99, 4.95], [8.79, 4.74, 3.59], [9.70, 2.56, 4.32], [7.39, 2.11, 3.76], [6.78, 3.05, 5.15]], "homo_energy_ev": -8.4194, "smiles": "CC(=O)OC(=O)Cc1nc2c(/C(Cl)=C(\\C)Cl)c(O)c(N=C=O)cc2nc1COc1cc(C)ccc1C(C)C.C[C@@H]1COC(=O)O1.C[C@@H]1COC(=O)O1", "orbital_gap_ha": 0.257, "spin_multiplicity": 1}

---

{"formula": "C35H37ClO4P2Pt", "method": "ωB97M-V with the def2-TZVPD basis set", "symbols": ["Pt", "C", "C", "C", "C", "C", "C", "C", "C", "C", "H", "H", "H", "H", "H", "H", "H", "H", "H", "H", "H", "H", "H", "H", "H", "P", "P", "C", "C", "C", "C", "C", "C", "C", "C", "C", "C", "C", "C", "C", "C", "C", "C", "C", "C", "C", "C", "C", "C", "C", "C", "C", "C", "H", "H", "H", "H", "H", "H", "H", "H", "H", "H", "H", "H", "H", "H", "H", "H", "H", "H", "H", "H", "H", "H", "O", "Cl", "O", "O", "O"], "positions_angstrom": [[0.13, -0.79, 0.59], [2.11, -0.26, 2.23], [2.05, 1.03, 1.54], [3.23, 1.32, 0.63], [3.45, 0.25, -0.45], [2.31, -0.71, -0.76], [1.86, -1.76, 0.06], [2.72, -2.38, 1.14], [3.22, -1.22, 2.05], [-3.19, -0.38, -1.50], [1.95, -0.10, 3.32], [2.12, 1.80, 2.35], [4.03, 1.25, 1.40], [3.21, 2.33, 0.17], [3.70, 0.79, -1.39], [4.41, -0.24, -0.19], [2.07, -0.74, -1.82], [1.07, -2.43, -0.35], [3.58, -2.98, 0.76], [2.08, -3.02, 1.77], [3.41, -1.62, 3.04], [4.23, -0.83, 1.75], [-3.25, -0.80, -2.51], [-3.37, 0.71, -1.46], [-3.92, -0.95, -0.90], [0.46, 1.38, 0.99], [-0.49, -0.36, -2.03], [0.71, 1.94, -0.68], [0.52, 1.20, -1.81], [-0.40, 2.82, 1.67], [0.36, 3.99, 1.70], [-0.25, 5.13, 2.20], [-1.59, 5.07, 2.56], [-2.37, 3.91, 2.40], [-1.78, 2.76, 1.90], [-0.18, 0.32, 3.13], [-0.20, -1.06, 3.19], [-0.16, -1.72, 4.43], [-0.02, -0.93, 5.59], [0.04, 0.48, 5.51], [-0.12, 1.12, 4.24], [-1.30, 0.07, -3.58], [-1.91, 1.34, -3.70], [-2.47, 1.73, -4.92], [-2.42, 0.87, -6.03], [-1.82, -0.37, -5.90], [-1.30, -0.78, -4.68], [-0.03, -2.14, -2.29], [-0.69, -3.17, -1.59], [-0.28, -4.50, -1.73], [0.80, -4.79, -2.58], [1.48, -3.77, -3.29], [0.97, -2.47, -3.23], [1.07, 2.97, -0.71], [0.88, 1.59, -2.77], [1.38, 4.03, 1.30], [0.30, 6.05, 2.25], [-2.09, 5.94, 2.96], [-3.44, 3.88, 2.60], [-2.33, 1.84, 1.67], [-0.16, -1.74, 2.28], [-0.15, -2.82, 4.47], [0.15, -1.42, 6.56], [0.20, 1.09, 6.42], [-0.17, 2.22, 4.18], [-1.97, 2.03, -2.84], [-2.94, 2.71, -5.03], [-2.84, 1.19, -6.99], [-1.73, -1.02, -6.76], [-0.86, -1.77, -4.60], [-1.48, -2.91, -0.87], [-0.78, -5.28, -1.12], [1.09, -5.84, -2.69], [2.41, -3.99, -3.83], [1.35, -1.72, -3.94], [-4.04, -1.99, 0.83], [-3.88, -0.74, 1.68], [-4.44, 0.47, 1.01], [-2.44, -0.44, 2.03], [-1.87, -0.70, -1.02]], "homo_energy_ev": [-12.7630, -14.0371], "charge": 2, "s_squared": 6.037, "orbital_gap_ha": [0.242, 0.167], "spin_multiplicity": 5, "e_above_lowest_kcal_mol": 73.6}

---

{"formula": "C35H37ClOPPd", "method": "ωB97M-V with the def2-TZVPD basis set", "symbols": ["C", "C", "C", "H", "C", "C", "H", "H", "H", "H", "Pd", "Cl", "P", "C", "C", "H", "C", "H", "C", "H", "C", "H", "C", "H", "C", "C", "H", "C", "H", "C", "H", "C", "H", "C", "H", "C", "C", "H", "C", "H", "C", "H", "C", "H", "C", "H", "C", "C", "C", "C", "C", "C", "C", "C", "C", "C", "C", "C", "O", "H", "H", "H", "H", "H", "H", "H", "H", "H", "H", "H", "H", "H", "H", "H", "H", "H"], "positions_angstrom": [[-0.77, -2.48, 2.27], [-0.60, -2.31, 0.86], [0.79, -2.55, 0.55], [-1.37, -2.01, 0.17], [1.46, -2.84, 1.77], [0.50, -2.81, 2.83], [0.69, -3.01, 3.89], [-1.69, -2.35, 2.84], [1.24, -2.44, -0.43], [2.53, -3.03, 1.87], [0.58, -1.00, 1.90], [2.02, 0.35, 0.06], [0.37, -0.44, -3.07], [1.54, -1.61, -3.68], [1.26, -2.46, -4.77], [0.29, -2.41, -5.27], [2.23, -3.35, -5.21], [2.04, -4.00, -6.07], [3.47, -3.42, -4.56], [4.24, -4.10, -4.92], [3.73, -2.62, -3.43], [4.69, -2.70, -2.91], [2.77, -1.73, -2.99], [2.93, -1.10, -2.10], [-1.33, -0.90, -3.29], [-1.71, -2.26, -3.11], [-0.96, -2.99, -2.81], [-3.02, -2.64, -3.35], [-3.31, -3.69, -3.25], [-3.98, -1.68, -3.72], [-5.00, -2.00, -3.95], [-3.63, -0.33, -3.80], [-4.39, 0.41, -4.05], [-2.32, 0.07, -3.57], [-2.04, 1.13, -3.61], [0.72, 1.27, -3.37], [1.23, 1.71, -4.61], [1.46, 0.98, -5.39], [1.39, 3.08, -4.83], [1.74, 3.44, -5.80], [1.09, 4.00, -3.81], [1.20, 5.07, -4.00], [0.66, 3.56, -2.55], [0.46, 4.27, -1.75], [0.47, 2.20, -2.33], [0.17, 1.81, -1.36], [2.95, 0.67, 3.53], [2.18, 1.97, 3.82], [2.27, 2.89, 2.59], [0.76, 1.69, 4.32], [0.53, 1.43, 5.66], [-0.74, 1.05, 6.11], [-1.80, 0.84, 5.22], [-1.64, 1.06, 3.87], [-2.69, 0.79, 2.81], [-3.74, -0.22, 3.26], [-3.34, 2.09, 2.33], [-0.36, 1.62, 3.41], [-0.25, 1.96, 2.20], [2.86, 0.42, 2.45], [2.57, -0.16, 4.13], [4.02, 0.82, 3.74], [2.68, 2.49, 4.65], [2.11, 2.31, 1.67], [1.54, 3.70, 2.63], [3.28, 3.31, 2.55], [1.34, 1.55, 6.38], [-0.91, 0.90, 7.18], [-2.78, 0.51, 5.60], [-2.16, 0.38, 1.93], [-4.37, 0.20, 4.05], [-4.39, -0.48, 2.42], [-3.27, -1.15, 3.62], [-2.57, 2.75, 1.93], [-4.06, 1.88, 1.53], [-3.87, 2.60, 3.14]], "homo_energy_ev": [-10.1215, -11.2910], "charge": 1, "s_squared": 6.062, "orbital_gap_ha": [0.284, 0.229], "spin_multiplicity": 5, "e_above_lowest_kcal_mol": 0.5}

---

{"formula": "C35H37InN5O6", "method": "ωB97M-V with the def2-TZVPD basis set", "symbols": ["In", "C", "O", "C", "C", "C", "C", "C", "C", "N", "C", "N", "C", "C", "C", "C", "C", "C", "O", "C", "N", "C", "C", "C", "C", "C", "C", "O", "C", "H", "H", "H", "H", "H", "H", "H", "H", "H", "H", "H", "H", "H", "H", "H", "H", "H", "H", "H", "H", "H", "H", "C", "C", "O", "C", "C", "C", "C", "C", "C", "O", "H", "H", "H", "H", "H", "H", "H", "N", "C", "N", "C", "C", "O", "C", "C", "H", "H", "H", "H", "H", "H", "H", "H"], "positions_angstrom": [[-0.02, -0.04, -0.08], [-5.09, 3.58, 1.80], [-5.85, 3.93, 0.66], [-5.94, 3.07, -0.39], [-7.18, 3.04, -1.04], [-7.40, 2.22, -2.13], [-6.37, 1.43, -2.61], [-5.13, 1.48, -2.02], [-4.90, 2.29, -0.90], [-3.60, 2.38, -0.35], [-2.73, 1.34, -0.17], [-3.28, 0.12, -0.23], [-2.84, -1.19, -0.05], [-1.53, -1.60, 0.05], [-1.24, -2.95, 0.22], [-2.27, -3.87, 0.30], [-3.59, -3.48, 0.16], [-3.89, -2.14, -0.01], [-5.16, -1.63, -0.17], [-6.22, -2.53, -0.42], [-1.46, 1.58, 0.06], [-1.00, 2.89, 0.25], [-1.43, 3.65, 1.33], [-1.01, 4.97, 1.48], [-0.10, 5.49, 0.59], [0.40, 4.72, -0.46], [-0.07, 3.43, -0.66], [0.24, 2.59, -1.69], [1.10, 3.03, -2.72], [-5.57, 4.07, 2.64], [-4.06, 3.95, 1.73], [-5.08, 2.50, 1.97], [-7.96, 3.68, -0.65], [-8.37, 2.19, -2.59], [-6.53, 0.78, -3.46], [-4.31, 0.91, -2.43], [-3.19, 3.30, -0.29], [-4.30, 0.14, -0.32], [-0.21, -3.26, 0.31], [-2.04, -4.92, 0.45], [-4.37, -4.22, 0.21], [-6.35, -3.24, 0.40], [-6.06, -3.07, -1.35], [-7.11, -1.91, -0.50], [-2.09, 3.19, 2.05], [-1.40, 5.58, 2.28], [0.25, 6.51, 0.68], [1.13, 5.17, -1.10], [0.67, 2.69, -3.66], [2.09, 2.59, -2.59], [1.18, 4.11, -2.76], [0.99, 0.07, 4.38], [1.23, 0.11, 2.89], [0.22, 0.15, 2.17], [2.58, 0.11, 2.39], [3.67, -0.01, 3.28], [4.97, 0.02, 2.86], [5.24, 0.14, 1.49], [4.21, 0.25, 0.59], [2.86, 0.25, 1.00], [1.98, 0.40, 0.04], [-0.09, 0.13, 4.56], [1.48, 0.90, 4.87], [1.35, -0.86, 4.81], [3.47, -0.14, 4.34], [5.78, -0.06, 3.57], [6.26, 0.14, 1.15], [4.40, 0.33, -0.47], [0.23, -0.48, -2.40], [0.23, -0.16, -3.51], [0.20, 0.11, -4.77], [1.42, 0.22, -5.56], [1.14, -0.31, -6.97], [0.03, 0.34, -7.54], [-1.13, 0.11, -6.79], [-0.98, 0.70, -5.38], [2.21, -0.36, -5.08], [1.71, 1.27, -5.62], [0.96, -1.40, -6.93], [1.99, -0.12, -7.62], [-1.33, -0.97, -6.71], [-1.95, 0.59, -7.32], [-1.86, 0.48, -4.77], [-0.85, 1.79, -5.46]], "homo_energy_ev": -10.3581, "charge": 1, "orbital_gap_ha": 0.307, "spin_multiplicity": 1, "e_above_lowest_kcal_mol": 0.3}

---

{"formula": "C35H37IrNO2P2", "method": "ωB97M-V with the def2-TZVPD basis set", "symbols": ["Ir", "C", "C", "C", "C", "C", "C", "C", "C", "C", "H", "H", "H", "H", "H", "H", "H", "H", "H", "H", "H", "H", "H", "H", "H", "P", "P", "C", "C", "C", "C", "C", "C", "C", "C", "C", "C", "C", "C", "C", "C", "C", "C", "C", "C", "C", "C", "C", "C", "C", "C", "C", "C", "H", "H", "H", "H", "H", "H", "H", "H", "H", "H", "H", "H", "H", "H", "H", "H", "H", "H", "H", "H", "H", "H", "O", "N", "O"], "positions_angstrom": [[-1.58, 0.85, 1.56], [3.34, 0.12, -0.86], [2.66, 0.69, -1.86], [2.52, 0.06, -3.21], [2.34, -1.49, -3.28], [1.74, -2.23, -2.12], [2.40, -2.69, -1.04], [3.83, -2.40, -0.73], [4.32, -0.99, -1.08], [-3.29, -0.12, 2.29], [3.31, 0.53, 0.15], [2.30, 1.72, -1.79], [3.40, 0.30, -3.83], [1.66, 0.52, -3.72], [1.65, -1.66, -4.12], [3.30, -1.94, -3.59], [0.73, -2.58, -2.31], [1.99, -3.51, -0.44], [4.48, -3.13, -1.27], [3.99, -2.58, 0.34], [5.17, -0.79, -0.40], [4.72, -1.00, -2.10], [-3.33, 0.03, 3.38], [-3.48, -1.20, 2.12], [-4.13, 0.42, 1.82], [-0.23, 1.81, -0.05], [-1.57, -1.09, 0.65], [-0.20, 0.43, -1.20], [-0.69, -0.79, -0.87], [-0.77, 3.23, -1.05], [-0.30, 3.42, -2.36], [-0.73, 4.53, -3.10], [-1.64, 5.44, -2.54], [-2.12, 5.24, -1.24], [-1.69, 4.14, -0.50], [1.32, 2.30, 0.84], [1.81, 1.44, 1.85], [2.78, 1.88, 2.75], [3.34, 3.16, 2.60], [2.88, 4.01, 1.59], [1.87, 3.59, 0.71], [-3.01, -1.97, -0.07], [-3.92, -1.21, -0.82], [-5.10, -1.79, -1.29], [-5.33, -3.15, -1.08], [-4.37, -3.93, -0.43], [-3.19, -3.36, 0.05], [-0.78, -2.24, 1.84], [-1.06, -2.22, 3.22], [-0.39, -3.09, 4.09], [0.60, -3.95, 3.60], [0.88, -3.96, 2.22], [0.15, -3.16, 1.35], [0.09, 0.65, -2.23], [-0.78, -1.60, -1.59], [0.38, 2.70, -2.82], [-0.35, 4.68, -4.11], [-1.98, 6.30, -3.12], [-2.84, 5.93, -0.80], [-2.09, 3.98, 0.51], [1.36, 0.45, 1.97], [3.10, 1.23, 3.56], [4.12, 3.49, 3.29], [3.30, 5.01, 1.49], [1.48, 4.27, -0.05], [-3.71, -0.15, -1.03], [-5.83, -1.17, -1.81], [-6.26, -3.60, -1.43], [-4.54, -5.00, -0.29], [-2.43, -3.97, 0.53], [-1.80, -1.53, 3.61], [-0.63, -3.08, 5.15], [1.14, -4.61, 4.28], [1.67, -4.61, 1.83], [0.30, -3.22, 0.28], [-2.92, 3.43, 2.53], [-2.13, 2.52, 2.37], [-1.21, 2.21, 3.22]], "homo_energy_ev": [-10.8578, -14.1696], "charge": 2, "s_squared": 8.775, "orbital_gap_ha": [0.184, 0.172], "spin_multiplicity": 6, "e_above_lowest_kcal_mol": 0.0}